Record 1
C24H18N3O5PPd | wB97M-V/def2-TZVPD

E in eV: -52658.609
Lowest unoccupied orbital energy in eV: 4.599
Total charge: -2
HOMO energy in eV: -0.070
Kohn-Sham gap in Eh: 0.1716

Positions of all 52 atoms, in Å:
1 Pd -0.73886 -0.81372 -1.86236
2 O -0.06780 5.46088 -1.76559
3 C -0.29573 4.11657 -1.98151
4 C -1.52867 3.54776 -1.73410
5 C -1.69912 2.18929 -1.95940
6 N -0.68715 1.40450 -2.35033
7 C 0.50024 1.96926 -2.62400
8 C 0.73018 3.33012 -2.46634
9 C 1.68808 1.10937 -3.16109
10 O 2.66916 1.77111 -3.56628
11 O 1.52833 -0.12358 -3.17265
12 C -3.13968 1.61063 -1.80468
13 O -3.90921 2.33192 -1.12825
14 O -3.37014 0.54060 -2.38782
15 H -0.88648 5.82828 -1.42174
16 H -2.39053 4.09937 -1.37346
17 H 1.70797 3.71428 -2.71433
18 N -0.11496 -2.28602 0.65859
19 P -0.76032 -0.62404 0.53579
20 C -0.76183 -0.63196 2.49241
21 C -2.00212 -0.62890 3.12398
22 C -2.11079 -0.65034 4.50982
23 C -0.96816 -0.67391 5.29679
24 C 0.28230 -0.67274 4.68650
25 C 0.37692 -0.64951 3.30234
26 C 0.75065 0.42442 0.46969
27 C 1.96496 0.00730 -0.06257
28 C 3.02981 0.89225 -0.16417
29 C 2.89487 2.20111 0.27254
30 C 1.68485 2.62795 0.80390
31 C 0.62064 1.74558 0.89767
32 C -0.16942 -3.23452 -0.30794
33 C 0.22304 -4.56575 -0.05043
34 C 0.17560 -5.48779 -1.06934
35 C -0.27507 -5.09861 -2.33043
36 C -0.65207 -3.78096 -2.49515
37 N -0.60329 -2.86172 -1.52454
38 H 0.14917 -2.62004 1.57094
39 H -2.89799 -0.59399 2.51122
40 H -3.09103 -0.63997 4.97503
41 H -1.04750 -0.68164 6.37835
42 H 1.18349 -0.67567 5.29101
43 H 1.35806 -0.62094 2.83678
44 H 2.05170 -0.99199 -0.46864
45 H 3.94149 0.57471 -0.65271
46 H 3.71242 2.90065 0.14901
47 H 1.55711 3.65976 1.11139
48 H -0.33307 2.09376 1.28310
49 H 0.57104 -4.83106 0.93987
50 H 0.48966 -6.50962 -0.88644
51 H -0.32405 -5.78624 -3.16290
52 H -1.01670 -3.41618 -3.44755

Atoms 1-3, force components in eV/Å:
-0.3 0.1 0.4
0.1 -0.1 0.0
0.1 0.0 0.0



Record 2
C6H41NO14 | wB97M-V/def2-TZVPD

E in eV: -37040.813
Lowest unoccupied orbital energy in eV: -0.201
Total charge: 0
HOMO energy in eV: -8.966
Kohn-Sham gap in Eh: 0.3221

Positions of all 62 atoms, in Å:
1 C -0.12078 2.25558 0.95901
2 N -1.37744 1.93744 0.19137
3 C -1.19971 1.18944 -1.04376
4 O -1.63776 -0.15038 -0.72844
5 C 0.53311 1.02713 1.57280
6 C 1.61561 1.51021 2.58699
7 C 0.79575 1.87157 3.79495
8 C 2.47489 0.26456 2.90709
9 H 0.65976 2.70348 0.27620
10 H -0.34736 3.04832 1.68311
11 H -1.88057 1.28678 0.79870
12 H -0.13941 1.06465 -1.25805
13 H -1.88768 1.45354 -1.83301
14 H -1.44818 -0.57588 0.10773
15 H -0.17353 0.39394 2.10548
16 H 0.86884 0.37369 0.74588
17 H 2.24095 2.35442 2.18462
18 H 0.83756 2.90119 4.14857
19 H -0.29932 1.84589 3.62812
20 H 0.87469 1.17964 4.61360
21 H 1.66785 -0.48029 2.90939
22 H 3.22898 -0.01003 2.17420
23 H 2.99957 0.52230 3.82080
24 H -2.24763 -3.69919 0.03073
25 H -1.47348 -3.06437 1.17202
26 O -1.38939 -3.80355 0.48280
27 H 3.03977 2.38904 -2.20463
28 H 2.74005 1.16715 -1.08255
29 O 2.40203 1.90349 -1.68054
30 H -2.17708 -2.29259 -2.08383
31 H -2.56048 -2.99735 -3.42009
32 O -2.82106 -2.86424 -2.50445
33 H -0.20667 3.47020 -2.35249
34 H 0.62406 2.37918 -2.85642
35 O -0.30540 2.66750 -2.92094
36 H -1.67887 4.74161 -1.37435
37 H -1.15188 4.03028 -0.17411
38 O -0.92049 4.76453 -0.77048
39 H 0.06804 -4.70841 -0.72638
40 H 0.58619 -5.07005 0.63572
41 O 0.85416 -5.07592 -0.28598
42 H -0.72207 -1.82115 1.54666
43 H -1.19874 -1.86136 2.99528
44 O -1.51555 -1.75482 2.09103
45 H 2.99347 -2.30132 -1.73558
46 H 4.13070 -1.78424 -2.68954
47 O 3.94413 -2.30286 -1.89565
48 H -2.15467 2.95148 -3.10286
49 H -3.28960 2.30665 -3.85194
50 O -2.84506 3.15834 -3.76547
51 H 0.30535 -3.45635 2.08963
52 H 1.35206 -3.21112 3.24685
53 O 0.61767 -2.83363 2.75506
54 H 0.65451 -2.66930 -1.39815
55 H 0.19989 -1.19184 -1.80183
56 O 0.87838 -1.87444 -1.89255
57 H -3.35527 -0.54906 2.09573
58 H -3.90818 0.70988 1.49636
59 O -3.07572 0.32139 1.79419
60 H 2.68254 -0.75586 -0.62735
61 H 4.05253 -0.59150 -0.50302
62 O 3.28005 -0.07399 -0.20092

Atoms 1-3, force components in eV/Å:
0.1 -0.1 -1.6
0.9 1.0 0.4
0.3 -1.9 3.0



Record 3
C5H6N2O | wB97M-V/def2-TZVPD

E in eV: -10307.468
SMILES string: CC(=O)N1C[C@H]1C#N
Lowest unoccupied orbital energy in eV: 0.269
Total charge: 0
HOMO energy in eV: -10.391
Kohn-Sham gap in Eh: 0.3918

Positions of all 14 atoms, in Å:
1 C 1.81259 1.17289 0.18677
2 C 1.05162 0.01586 -0.28014
3 O 1.44122 -0.70702 -1.23668
4 N -0.15050 -0.05894 0.40116
5 C -0.77416 -1.26899 0.66774
6 C -1.24137 -0.43471 -0.53470
7 C -2.51501 0.25198 -0.51345
8 N -3.53913 0.82340 -0.37068
9 H 2.20981 1.80543 -0.63379
10 H 2.67979 0.67186 0.73308
11 H 1.31066 1.85336 0.89049
12 H -0.15020 -2.12204 0.50979
13 H -1.41456 -1.31236 1.59824
14 H -0.72077 -0.69072 -1.41783

Atoms 1-3, force components in eV/Å:
2.4 0.9 0.8
1.9 -1.1 -3.5
-1.6 1.7 3.1



total charge of number 3 (C5H6N2O)?
0



Please write out number 2 again, unchanged.
C6H41NO14 | wB97M-V/def2-TZVPD

E in eV: -37040.813
Lowest unoccupied orbital energy in eV: -0.201
Total charge: 0
HOMO energy in eV: -8.966
Kohn-Sham gap in Eh: 0.3221

Positions of all 62 atoms, in Å:
1 C -0.12078 2.25558 0.95901
2 N -1.37744 1.93744 0.19137
3 C -1.19971 1.18944 -1.04376
4 O -1.63776 -0.15038 -0.72844
5 C 0.53311 1.02713 1.57280
6 C 1.61561 1.51021 2.58699
7 C 0.79575 1.87157 3.79495
8 C 2.47489 0.26456 2.90709
9 H 0.65976 2.70348 0.27620
10 H -0.34736 3.04832 1.68311
11 H -1.88057 1.28678 0.79870
12 H -0.13941 1.06465 -1.25805
13 H -1.88768 1.45354 -1.83301
14 H -1.44818 -0.57588 0.10773
15 H -0.17353 0.39394 2.10548
16 H 0.86884 0.37369 0.74588
17 H 2.24095 2.35442 2.18462
18 H 0.83756 2.90119 4.14857
19 H -0.29932 1.84589 3.62812
20 H 0.87469 1.17964 4.61360
21 H 1.66785 -0.48029 2.90939
22 H 3.22898 -0.01003 2.17420
23 H 2.99957 0.52230 3.82080
24 H -2.24763 -3.69919 0.03073
25 H -1.47348 -3.06437 1.17202
26 O -1.38939 -3.80355 0.48280
27 H 3.03977 2.38904 -2.20463
28 H 2.74005 1.16715 -1.08255
29 O 2.40203 1.90349 -1.68054
30 H -2.17708 -2.29259 -2.08383
31 H -2.56048 -2.99735 -3.42009
32 O -2.82106 -2.86424 -2.50445
33 H -0.20667 3.47020 -2.35249
34 H 0.62406 2.37918 -2.85642
35 O -0.30540 2.66750 -2.92094
36 H -1.67887 4.74161 -1.37435
37 H -1.15188 4.03028 -0.17411
38 O -0.92049 4.76453 -0.77048
39 H 0.06804 -4.70841 -0.72638
40 H 0.58619 -5.07005 0.63572
41 O 0.85416 -5.07592 -0.28598
42 H -0.72207 -1.82115 1.54666
43 H -1.19874 -1.86136 2.99528
44 O -1.51555 -1.75482 2.09103
45 H 2.99347 -2.30132 -1.73558
46 H 4.13070 -1.78424 -2.68954
47 O 3.94413 -2.30286 -1.89565
48 H -2.15467 2.95148 -3.10286
49 H -3.28960 2.30665 -3.85194
50 O -2.84506 3.15834 -3.76547
51 H 0.30535 -3.45635 2.08963
52 H 1.35206 -3.21112 3.24685
53 O 0.61767 -2.83363 2.75506
54 H 0.65451 -2.66930 -1.39815
55 H 0.19989 -1.19184 -1.80183
56 O 0.87838 -1.87444 -1.89255
57 H -3.35527 -0.54906 2.09573
58 H -3.90818 0.70988 1.49636
59 O -3.07572 0.32139 1.79419
60 H 2.68254 -0.75586 -0.62735
61 H 4.05253 -0.59150 -0.50302
62 O 3.28005 -0.07399 -0.20092

Atoms 1-3, force components in eV/Å:
0.1 -0.1 -1.6
0.9 1.0 0.4
0.3 -1.9 3.0



Among the records above, which one has the lowest E?
C24H18N3O5PPd



Number 1 is which compound?
C24H18N3O5PPd